Record 1
The following is a DFT calculation (the ωB97M-V functional and the def2-TZVPD basis) of 11 unconnected molecules or ions with the total composition C36H101N7O15.

- HOMO energy: -9.0 eV
- Energy above the lowest of the compared OMol25 structures with the same formula, charge and spin: 0.00 kJ/mol
- Total charge: 0

XYZ file:
```
159
Properties=species:S:1:pos:R:3:mulliken_charge:R:1
C 12.943 8.554 12.519 -0.773
O 14.332 8.883 12.681 -0.193
C 15.221 7.857 13.070 -1.078
C 16.413 8.533 13.781 1.178
C 17.390 7.410 14.176 -1.389
N 16.095 9.317 14.962 0.862
H 12.366 9.453 12.603 0.220
H 12.613 7.858 13.303 0.261
H 12.729 8.184 11.507 0.281
H 14.732 7.175 13.809 0.241
H 15.479 7.201 12.223 0.365
H 16.923 9.080 12.966 -0.398
H 17.611 6.692 13.358 0.421
H 17.053 6.800 15.020 0.343
H 18.344 7.862 14.435 0.068
H 15.521 8.752 15.594 -0.697
H 15.478 10.104 14.749 -0.273
C 20.027 10.809 14.297 0.113
O 20.964 9.988 14.972 -0.487
C 20.653 9.588 16.316 0.299
C 21.917 9.142 17.075 0.228
C 22.692 8.011 16.453 -1.641
N 21.538 8.862 18.447 -0.291
H 20.515 11.026 13.375 0.475
H 19.776 11.783 14.833 -0.128
H 19.116 10.239 14.049 -0.178
H 20.210 10.427 16.895 -0.274
H 19.875 8.799 16.439 0.056
H 22.521 10.046 17.078 0.207
H 23.041 8.180 15.432 0.325
H 22.037 7.121 16.363 0.320
H 23.570 7.706 17.059 0.396
H 20.761 8.172 18.518 0.130
H 22.305 8.560 19.026 0.240
C 8.790 14.817 16.416 -0.825
O 9.825 13.868 16.388 -0.290
C 10.390 13.575 17.636 -0.601
C 11.576 12.605 17.469 0.423
C 12.118 12.027 18.746 -1.127
N 12.658 13.125 16.666 0.369
H 8.274 14.902 15.456 0.249
H 9.159 15.832 16.698 0.297
H 8.023 14.551 17.148 0.356
H 10.779 14.512 18.100 -0.006
H 9.656 13.150 18.344 0.484
H 11.191 11.779 16.844 0.436
H 11.367 11.647 19.429 0.583
H 12.675 12.807 19.241 -0.105
H 12.790 11.201 18.510 -0.049
H 12.179 13.350 15.756 0.098
H 12.921 14.020 17.026 -0.369
C 17.019 15.416 15.263 -0.319
O 17.044 15.499 16.633 0.058
C 18.298 15.974 17.040 -0.330
C 18.200 16.407 18.512 0.452
C 17.315 17.619 18.611 -1.300
N 19.480 16.712 19.126 -0.640
H 17.911 14.793 14.892 0.245
H 17.110 16.379 14.721 0.463
H 16.102 14.903 14.967 -0.434
H 19.014 15.146 16.928 -0.033
H 18.632 16.822 16.357 0.346
H 17.688 15.556 18.982 0.086
H 16.384 17.432 18.017 0.138
H 17.876 18.457 18.191 0.420
H 17.039 17.833 19.671 0.306
H 20.063 15.874 19.136 0.328
H 19.931 17.468 18.634 0.319
C 15.584 13.225 8.203 -0.807
O 15.834 13.419 9.626 -0.349
C 15.163 12.538 10.504 -0.973
C 15.855 12.670 11.848 0.899
C 17.270 12.179 11.846 -1.189
N 14.960 12.025 12.832 0.395
H 16.159 12.321 7.966 0.332
H 16.021 14.094 7.704 0.248
H 14.530 13.010 7.924 0.285
H 14.134 12.869 10.638 0.394
H 15.199 11.516 10.171 0.477
H 15.830 13.735 12.106 0.164
H 17.844 12.588 11.011 0.529
H 17.372 11.068 11.916 0.110
H 17.754 12.486 12.783 -0.010
H 15.265 12.160 13.804 -0.557
H 14.884 11.025 12.659 -0.101
C 13.932 16.128 18.218 -0.448
O 13.182 15.263 19.121 -0.047
C 12.527 16.055 20.072 -1.181
C 11.884 15.067 21.090 0.839
C 11.137 15.854 22.177 -1.778
N 12.760 14.163 21.803 -0.662
H 14.566 15.500 17.595 -0.056
H 14.553 16.838 18.816 0.269
H 13.214 16.677 17.560 0.249
H 13.214 16.769 20.497 0.555
H 11.712 16.628 19.650 0.368
H 11.195 14.441 20.580 0.117
H 10.737 15.137 22.874 0.426
H 10.370 16.511 21.792 0.412
H 11.840 16.529 22.693 0.383
H 13.440 13.711 21.161 0.243
H 13.251 14.753 22.493 0.314
C 21.974 14.446 17.531 -0.876
O 21.085 14.108 18.588 -0.482
C 20.557 12.787 18.454 0.750
C 19.800 12.315 19.714 0.262
C 20.879 12.144 20.834 -1.671
N 19.186 11.019 19.483 -0.510
H 22.225 15.468 17.661 0.274
H 21.505 14.285 16.561 0.331
H 22.860 13.807 17.625 0.293
H 19.918 12.659 17.539 -0.277
H 21.433 12.115 18.254 -0.009
H 19.026 13.024 20.067 0.374
H 20.480 11.584 21.684 0.450
H 21.150 13.115 21.221 0.411
H 21.786 11.683 20.441 0.315
H 19.925 10.318 19.326 -0.020
H 18.560 11.109 18.695 0.140
O 17.944 7.660 18.733 -0.393
C 18.014 7.252 20.071 -0.498
C 18.440 8.314 21.043 -0.312
O 17.469 9.327 20.948 -0.588
H 17.656 8.576 18.675 0.131
H 17.008 7.021 20.407 0.268
H 18.642 6.365 20.172 0.445
H 19.445 8.706 20.820 0.030
H 18.433 7.896 22.045 0.406
H 17.900 10.098 20.517 0.500
O 13.281 7.426 16.048 -0.415
C 13.172 8.106 17.283 -0.496
C 14.494 8.011 18.068 0.476
O 14.382 8.903 19.168 -0.535
H 13.405 6.475 16.160 0.306
H 13.134 9.190 17.018 -0.082
H 12.263 7.875 17.809 0.444
H 15.280 8.290 17.359 -0.241
H 14.757 7.003 18.443 0.404
H 15.104 8.694 19.759 0.247
O 13.811 15.162 14.663 -0.264
C 12.679 15.561 13.867 -0.094
C 12.366 14.627 12.730 -0.585
O 12.435 13.243 13.192 -0.559
H 13.771 14.198 14.620 -0.236
H 11.800 15.605 14.537 0.043
H 12.824 16.559 13.487 0.538
H 13.019 14.800 11.892 0.212
H 11.345 14.838 12.436 0.443
H 13.382 12.845 13.022 0.331
O 17.839 10.882 16.678 1.746
C 17.357 12.173 16.362 1.081
C 15.962 12.420 16.799 0.015
O 15.023 12.142 15.795 1.476
H 17.444 10.257 16.021 -0.505
H 18.113 12.833 16.812 -1.266
H 17.464 12.368 15.289 -0.757
H 15.813 13.422 17.179 -0.181
H 15.872 11.678 17.622 0.137
H 14.141 12.321 16.185 -0.531
```

Record 2
The following is a DFT calculation (the ωB97M-V functional and the def2-TZVPD basis) of C4H3N3S2 in the gas phase.

- HOMO energy: -8.4 eV
- Energy above the lowest of the compared OMol25 structures with the same formula, charge and spin: 156.61 kJ/mol
- Total charge: 0

XYZ file:
```
12
Properties=species:S:1:pos:R:3:mulliken_charge:R:1
N -0.560 2.638 -0.634 -0.598
C -0.068 1.533 -0.428 0.472
N 0.649 0.721 0.081 -0.260
C 1.555 -0.263 0.336 0.018
C 1.468 -1.601 0.247 -0.440
S -0.081 -2.311 -0.427 0.003
N -1.254 -1.406 0.231 -0.241
C -1.998 -0.471 0.253 0.568
S -2.885 0.774 0.178 -0.451
H -1.428 2.559 -1.170 0.266
H 2.418 0.262 0.662 0.349
H 2.185 -2.434 0.671 0.315
```

Record 3
The following is a DFT calculation (the ωB97M-V functional and the def2-TZVPD basis) of 9 unconnected molecules or ions with the total composition C38H99N5O18.

- HOMO energy: -7.9 eV
- Energy above the lowest of the compared OMol25 structures with the same formula, charge and spin: 313.35 kJ/mol
- Total charge: 0

XYZ file:
```
160
Properties=species:S:1:pos:R:3:mulliken_charge:R:1
C 2.165 -4.313 -5.883 -0.789
O 1.521 -4.509 -4.663 -0.308
C 1.525 -3.411 -3.761 -0.801
C 0.732 -3.602 -2.474 1.011
N 1.223 -4.709 -1.742 -0.251
C 0.332 -5.172 -0.685 0.543
C 0.913 -6.425 -0.139 -1.314
O 2.056 -6.111 0.608 -0.118
C 2.742 -7.165 1.121 -0.822
H 1.623 -4.944 -6.588 0.235
H 3.197 -4.634 -5.737 0.272
H 2.214 -3.291 -6.258 0.333
H 1.294 -2.539 -4.373 0.354
H 2.592 -3.330 -3.555 0.297
H -0.332 -3.737 -2.665 -0.477
H 0.772 -2.770 -1.770 -0.155
H 2.077 -4.454 -1.267 0.316
H -0.625 -5.554 -1.042 0.257
H 0.088 -4.367 0.008 -0.086
H 1.202 -7.132 -0.916 0.436
H 0.265 -7.061 0.465 0.427
H 3.328 -6.699 1.914 0.116
H 3.414 -7.556 0.358 0.314
H 2.095 -7.958 1.497 0.358
C 10.797 -4.489 3.103 -0.727
O 9.539 -3.822 3.223 -0.342
C 8.799 -3.726 2.034 -0.644
C 7.524 -2.923 2.098 -0.533
N 6.484 -3.594 2.915 -0.324
C 5.241 -2.768 2.835 -0.553
C 4.028 -3.332 3.623 -0.408
O 2.821 -2.662 3.234 -0.402
C 2.012 -3.127 2.158 -0.408
H 10.755 -5.375 2.470 0.311
H 11.103 -4.816 4.097 0.248
H 11.520 -3.763 2.731 0.288
H 8.546 -4.728 1.687 0.324
H 9.506 -3.385 1.276 0.417
H 7.111 -2.730 1.107 0.461
H 7.818 -1.972 2.541 0.311
H 6.862 -3.567 3.851 0.220
H 4.933 -2.543 1.814 0.341
H 5.270 -1.781 3.297 0.261
H 4.129 -3.081 4.679 0.302
H 3.886 -4.386 3.387 0.224
H 2.487 -2.982 1.188 0.285
H 1.149 -2.481 1.998 0.103
H 1.650 -4.150 2.263 0.222
C -1.820 1.086 -4.895 -0.827
O -1.467 2.423 -5.367 -0.427
C -0.852 2.504 -6.689 -0.574
C -0.357 3.882 -7.061 -0.933
N 0.607 4.426 -6.099 -0.251
C 1.949 3.833 -6.368 -0.215
C 3.062 4.159 -5.375 -0.393
O 3.153 5.639 -5.459 -0.336
C 4.252 6.005 -6.333 -0.688
H -0.945 0.470 -4.687 0.441
H -2.348 0.527 -5.667 0.418
H -2.383 1.124 -3.962 0.084
H -1.573 2.092 -7.394 0.424
H -0.048 1.770 -6.732 0.389
H -1.288 4.431 -7.206 0.351
H 0.087 3.953 -8.054 0.437
H 0.154 4.309 -5.203 0.305
H 2.180 4.207 -7.366 0.216
H 1.871 2.745 -6.356 0.209
H 3.982 3.628 -5.620 0.381
H 2.745 3.851 -4.379 0.044
H 4.299 7.088 -6.450 0.270
H 3.940 5.630 -7.308 0.273
H 5.292 5.797 -6.084 0.277
C -5.286 -0.680 6.226 -0.780
O -4.147 -0.216 5.485 -0.335
C -4.450 0.570 4.367 -0.815
C -3.262 0.649 3.463 0.364
N -3.463 1.356 2.229 -0.143
C -4.549 0.899 1.375 -0.556
C -4.659 1.675 0.061 0.407
O -5.676 1.023 -0.735 -0.402
C -5.694 1.666 -2.015 -0.522
H -5.752 0.076 6.858 0.279
H -4.775 -1.401 6.865 0.249
H -6.062 -1.037 5.549 0.332
H -5.008 1.462 4.653 0.439
H -5.278 0.078 3.856 0.295
H -2.831 -0.316 3.195 -0.278
H -2.444 1.048 4.063 0.360
H -2.602 1.241 1.714 0.108
H -5.501 1.004 1.896 0.466
H -4.289 -0.145 1.198 0.148
H -3.738 1.635 -0.522 -0.710
H -4.897 2.727 0.216 0.582
H -4.725 1.706 -2.511 -0.006
H -6.071 2.687 -1.942 0.359
H -6.420 1.211 -2.688 0.295
C -0.032 4.565 1.952 -0.679
O -0.962 5.298 2.697 -0.424
C -1.611 4.515 3.634 0.061
C -2.694 5.341 4.451 -0.832
N -2.084 6.009 5.659 -0.453
C -0.991 6.927 5.220 -0.235
C -0.392 7.656 6.420 -0.805
O -1.290 8.753 6.691 -0.293
C -0.967 9.467 7.885 -0.710
H -0.584 3.901 1.286 0.251
H 0.718 4.072 2.570 0.325
H 0.517 5.257 1.314 0.326
H -0.881 4.166 4.364 0.392
H -2.124 3.662 3.189 -0.017
H -3.368 4.616 4.909 0.328
H -3.336 6.017 3.886 0.394
H -2.824 6.569 6.057 0.238
H -1.297 7.726 4.545 0.262
H -0.203 6.345 4.740 0.329
H 0.594 8.071 6.209 0.393
H -0.367 7.033 7.313 0.375
H 0.078 9.777 7.882 0.281
H -1.063 8.789 8.732 0.297
H -1.654 10.308 7.984 0.236
O -3.957 -5.308 1.677 -0.550
C -2.670 -4.868 1.341 0.227
C -2.252 -3.889 2.425 -0.400
O -3.021 -2.714 2.387 -0.384
H -3.894 -6.069 2.259 0.377
H -2.007 -5.733 1.299 0.280
H -2.632 -4.354 0.381 -0.352
H -1.191 -3.643 2.459 0.152
H -2.408 -4.441 3.352 0.396
H -3.897 -2.892 2.737 0.264
O -1.207 0.729 0.527 -0.336
C -0.985 -0.708 0.278 0.067
C -1.814 -1.131 -0.905 0.390
O -1.231 -0.971 -2.190 -0.386
H -0.495 1.286 0.204 -0.028
H 0.061 -0.936 0.069 0.391
H -1.320 -1.205 1.188 -0.318
H -2.672 -0.464 -0.983 0.287
H -2.074 -2.190 -0.873 -0.348
H -1.937 -1.226 -2.788 0.164
O -0.762 3.661 -3.298 -0.668
C -0.498 2.758 -2.312 0.310
C 0.728 3.215 -1.471 -0.393
O 0.784 2.468 -0.279 -0.536
H -1.117 3.157 -4.034 0.718
H -1.371 2.556 -1.692 -0.122
H -0.307 1.730 -2.620 -0.071
H 0.487 4.244 -1.205 0.223
H 1.674 3.122 -2.004 0.338
H 1.647 2.698 0.073 0.245
O -3.278 -1.636 -3.894 -0.409
C -4.078 -2.822 -3.761 -0.803
C -3.312 -4.161 -3.517 0.326
O -2.881 -4.792 -4.750 -0.581
H -3.854 -1.008 -4.337 0.223
H -4.677 -2.639 -2.869 0.373
H -4.724 -2.954 -4.629 0.432
H -3.957 -4.910 -3.058 0.456
H -2.476 -3.921 -2.859 -0.435
H -2.905 -5.751 -4.719 0.302
```